No. 1
The following is a DFT calculation (ωB97M-V/def2-TZVPD) of 4 unconnected molecules or ions with the total composition C34H30NO10PS2.

Geometry as XYZ:
```
78
Properties=species:S:1:pos:R:3:forces:R:3
O 1.63589 0.24534 1.44310 0.0 0.1 0.2
P 2.46910 0.25845 0.23834 -0.2 -0.6 0.3
O 3.96843 -0.25055 0.52152 0.0 0.3 -0.2
O 2.64933 1.72263 -0.40864 0.3 -0.1 0.1
C 1.89315 -0.76349 -1.10608 -0.5 0.5 -0.5
C 0.39158 -0.77791 -1.27755 -0.3 -0.5 0.1
C -0.23168 -2.00562 -1.48105 0.0 0.5 -0.1
C -1.60664 -2.05613 -1.67065 0.3 -0.1 0.1
O -2.20065 -3.28140 -1.84315 -0.1 0.4 0.1
C -2.34838 -0.88455 -1.65767 -0.4 0.3 0.0
C -1.74166 0.36194 -1.44130 0.1 -0.7 -0.2
C -0.36716 0.38877 -1.23914 0.3 0.1 -0.1
N -2.55962 1.51496 -1.44814 0.1 0.3 0.6
C -1.83356 2.78380 -1.39150 0.4 -0.3 -0.7
C -1.10379 3.03606 -2.72035 0.1 0.3 0.5
C 0.17792 3.86152 -2.55259 -0.5 0.1 0.3
S 0.02164 5.25511 -1.37520 0.1 0.3 -0.1
C -3.65948 1.41361 -0.55696 -0.5 -0.2 0.2
C -3.95421 2.35838 0.42412 0.0 0.0 0.1
C -5.06214 2.19524 1.24553 -0.4 -0.3 0.0
C -5.90639 1.09440 1.12283 0.6 0.3 -0.2
C -5.60926 0.13743 0.16223 0.0 0.2 0.2
C -4.50256 0.29958 -0.65578 0.3 -0.1 -0.3
S -4.10358 -0.91476 -1.88316 0.0 -0.1 0.0
H 4.60749 0.45759 0.39086 0.2 -0.1 0.0
H 2.79212 2.35864 0.30630 -0.2 0.2 -0.1
H 2.26691 -1.77335 -1.01083 0.2 -0.1 0.3
H 2.33482 -0.38532 -2.02761 0.2 0.1 0.0
H 0.34078 -2.92006 -1.49756 0.0 -0.1 0.0
H -2.71115 -3.41646 -1.02814 -0.1 -0.4 -0.2
H 0.15027 1.31828 -1.05900 -0.1 0.1 0.0
H -1.14510 2.80531 -0.54752 0.0 0.0 0.1
H -2.52163 3.60505 -1.26118 -0.3 0.0 0.2
H -0.84017 2.09468 -3.19585 -0.1 -0.1 -0.1
H -1.79283 3.57309 -3.36646 0.0 -0.1 -0.2
H 0.40841 4.34830 -3.49320 0.3 -0.1 -0.1
H 1.00603 3.23912 -2.23146 0.2 0.0 -0.1
H 0.46213 4.66586 -0.25631 -0.1 -0.2 -0.1
H -3.32145 3.21822 0.57025 0.1 0.1 0.0
H -5.29791 2.92516 2.00539 0.2 0.2 0.0
H -6.74763 0.99711 1.78788 -0.2 -0.1 0.0
H -6.24221 -0.72899 0.05225 0.0 -0.2 -0.1
O -2.35815 -3.88450 0.87404 -0.2 0.0 0.1
C -1.57939 -3.93713 1.80293 0.1 0.1 0.0
C -1.91557 -3.34906 3.12174 0.0 0.0 0.0
C -1.05673 -3.40025 4.13633 0.0 0.0 0.0
C 0.27189 -4.04843 3.98960 0.0 0.0 0.0
O 1.05318 -4.09784 4.91329 0.0 0.0 0.0
C 0.60516 -4.63548 2.66626 0.0 0.0 0.0
C -0.25431 -4.58408 1.65256 0.1 0.0 0.0
H -2.88824 -2.88071 3.20478 0.0 0.0 0.0
H -1.27904 -2.97768 5.10823 0.0 0.0 0.0
H 1.57841 -5.10137 2.58026 0.0 0.0 0.0
H -0.03427 -5.00402 0.67900 0.0 0.0 0.0
O 3.92616 -2.12695 -2.78033 0.1 -0.1 -0.1
C 4.96515 -1.92994 -3.37634 0.0 0.0 0.0
C 6.27586 -2.06678 -2.69588 0.1 0.0 0.0
C 7.41539 -1.84750 -3.34620 0.0 0.0 0.0
C 7.42237 -1.45822 -4.77979 0.0 0.0 0.0
O 8.45978 -1.26016 -5.37184 0.0 0.0 0.0
C 6.10823 -1.32146 -5.45857 -0.1 0.0 0.0
C 4.96921 -1.54083 -4.80741 0.0 0.0 0.0
H 6.24637 -2.35169 -1.65157 0.0 0.0 0.0
H 8.38345 -1.94093 -2.87086 0.0 0.0 0.0
H 6.13547 -1.03653 -6.50245 0.0 0.0 0.0
H 4.00046 -1.44807 -5.28199 0.0 0.0 0.0
O -1.09493 3.36206 1.79561 0.1 0.1 0.0
C -1.23085 2.80285 2.86606 0.0 0.0 0.0
C -1.86070 3.50104 4.01460 0.0 0.0 0.0
C -2.00366 2.89785 5.19119 0.0 0.0 0.0
C -1.53815 1.50245 5.40296 0.0 -0.1 0.0
O -1.67172 0.95518 6.47693 0.0 0.0 0.0
C -0.91009 0.81031 4.25281 0.0 0.0 0.0
C -0.76987 1.40975 3.07305 -0.1 -0.1 -0.1
H -2.19003 4.51750 3.83809 0.0 0.0 0.0
H -2.45880 3.38594 6.04370 0.0 0.0 0.0
H -0.57609 -0.20475 4.42718 0.0 0.0 0.0
H -0.31118 0.91436 2.22553 0.1 0.1 0.0
```
Forces are in eV/Å.

## Properties
HOMO: -0.2810 hartree
SMILES: O=P(O)(O)Cc1cc(O)c2c(c1)N(CCCS)c1ccccc1S2.O=C1C=CC(=O)C=C1.O=C1C=CC(=O)C=C1.O=C1C=CC(=O)C=C1
ΔE to the lowest compared entry with this formula, charge and spin: 0.000 eV
Largest force on an atom: 0.9 eV/Å
Net charge: 0

Mulliken atomic charge list, values in e, 8 entries:
1. O -0.593
2. P 0.761
3. O -0.495
4. O -0.554
5. C -0.913
6. C 0.309
7. C -0.459
8. C -0.916



No. 2
The following is a DFT calculation (ωB97M-V/def2-TZVPD) of a molecular structure, C34H31ClN3ORu at a distorted geometry.

Geometry as XYZ:
```
71
Properties=species:S:1:pos:R:3:forces:R:3
Ru -0.53501 0.52275 -0.32053 1.1 0.6 0.1
C -1.26346 4.80062 0.74179 0.0 0.0 0.0
C -1.11375 3.59731 0.04590 0.0 0.0 -0.1
N -0.69562 2.45976 0.58629 -0.3 0.3 0.2
C -0.48875 2.50042 1.93741 0.1 -0.2 0.1
C -0.61870 3.65406 2.71889 0.0 0.2 0.0
C -0.99979 4.84550 2.08193 0.0 -0.1 0.0
C -0.40728 3.58972 4.13899 0.0 0.0 0.0
C -0.13180 2.42290 4.75348 0.0 0.0 0.0
C -0.03403 1.21206 3.99000 0.1 0.0 0.0
C 0.18813 -0.04787 4.56816 0.0 0.0 0.1
C 0.23521 -1.15851 3.76717 0.1 0.0 -0.1
C 0.08152 -1.00028 2.38505 0.2 0.2 0.2
N -0.09886 0.17343 1.81127 -1.0 -0.4 -0.1
C -0.18518 1.26505 2.60015 0.1 0.0 -0.2
H -1.59922 5.67187 0.19693 0.0 0.0 0.0
H -1.37492 3.56196 -0.99781 0.0 0.0 0.1
H -1.10677 5.75477 2.65991 0.0 0.0 0.0
H -0.49758 4.50861 4.70463 0.0 0.0 0.0
H 0.00426 2.37261 5.82638 0.0 0.0 0.0
H 0.30564 -0.12523 5.64235 0.0 0.0 0.0
H 0.38767 -2.15074 4.16862 0.0 0.0 0.0
H 0.13343 -1.85492 1.73337 0.0 -0.1 -0.1
N -0.54632 -1.52280 -0.94377 -0.2 -0.1 -0.1
C 0.03228 -2.01886 -2.14503 0.0 0.0 0.0
C 0.77433 -3.19182 -2.13754 -0.1 0.0 0.0
C 1.32935 -3.68397 -3.30777 0.0 0.0 0.0
C 1.13982 -2.99485 -4.49464 0.0 0.0 0.0
C 0.40973 -1.81764 -4.48845 -0.1 0.0 0.0
C -0.16182 -1.30096 -3.32296 0.0 0.0 0.0
C -0.79811 0.04381 -3.36735 0.2 0.1 -0.1
C -1.46070 0.38113 -4.55026 0.1 0.0 0.0
C -1.74709 1.69741 -4.87124 0.0 0.0 0.0
C -1.26198 2.68917 -4.03482 0.0 0.0 -0.1
C -0.68015 2.33246 -2.82695 0.4 0.0 0.2
C -0.53622 1.01529 -2.35497 -1.1 -0.2 -0.3
H -0.44295 -2.19981 -0.19614 0.1 0.0 0.0
H -1.57293 -1.35648 -1.02537 0.0 -0.2 0.0
H 0.90239 -3.73891 -1.21317 0.0 0.0 0.0
H 1.90779 -4.59867 -3.28534 0.0 0.0 0.0
H 1.57559 -3.35738 -5.41640 0.0 0.0 0.0
H 0.30202 -1.25339 -5.40529 0.0 0.0 0.0
H -1.72911 -0.40825 -5.24287 0.0 0.0 0.0
H -2.27738 1.93902 -5.78366 0.0 0.0 0.0
H -1.35423 3.73430 -4.30756 0.0 0.0 0.0
H -0.25867 3.12722 -2.22338 -0.1 0.0 -0.1
Cl 1.69075 -4.12387 1.32361 0.1 0.2 -0.1
C 3.31741 -3.53122 1.56731 -0.2 -0.1 0.0
C 4.18203 -4.37825 2.23155 0.0 0.0 0.0
C 5.47873 -3.97324 2.51109 0.0 0.0 0.0
C 5.89518 -2.69904 2.12776 0.0 0.0 0.0
C 5.03006 -1.86395 1.46321 0.0 0.0 0.0
C 3.69948 -2.24180 1.12695 0.1 0.2 0.0
C 2.91590 -1.31930 0.41172 0.1 -0.1 0.0
H 3.82860 -5.35502 2.53181 0.0 0.0 0.0
H 6.15129 -4.64332 3.02859 0.0 0.0 0.0
H 6.90029 -2.36513 2.34831 0.0 0.0 0.0
H 5.36004 -0.87805 1.16048 0.0 0.0 0.0
H 1.95560 -1.51733 -0.03695 -0.1 -0.2 0.2
H 3.35548 -0.35313 0.20471 0.0 0.0 0.0
C -4.32608 0.31187 -1.53270 0.0 0.1 -0.1
C -3.73532 0.34547 -0.12608 0.2 0.0 -0.3
C -3.79406 1.75505 0.43697 0.0 0.1 0.1
O -2.45265 -0.21118 -0.14473 0.2 0.1 0.6
H -5.35573 0.68047 -1.56005 0.0 0.0 0.0
H -4.31767 -0.70847 -1.91900 0.0 0.0 0.0
H -3.71621 0.92828 -2.20012 0.0 0.0 0.0
H -4.35580 -0.28896 0.52745 0.0 0.0 0.0
H -3.27074 2.44413 -0.22320 0.0 0.0 -0.1
H -3.33565 1.80514 1.42778 0.0 0.0 0.0
H -4.83170 2.08901 0.51820 0.0 0.0 0.0
```
Forces are in eV/Å.

## Properties
HOMO (alpha / beta): -0.2323 / -0.2286 hartree
ΔE to the lowest compared entry with this formula, charge and spin: 0.277 eV
Largest force on an atom: 1.2 eV/Å
2S+1: 2
Net charge: 0

Mulliken atomic charge list, values in e, 8 entries:
1. Ru -0.350
2. C -1.448
3. C -0.530
4. N 0.188
5. C -0.336
6. C 1.368
7. C -0.856
8. C -0.910



No. 3
The following is a DFT calculation (ωB97M-V/def2-TZVPD) of 6 unconnected molecules or ions with the total composition C34H31F40INO7P at a distorted geometry.

Geometry as XYZ:
```
115
Properties=species:S:1:pos:R:3:forces:R:3
C 2.49818 6.73138 -2.28407 0.2 0.1 -0.2
C 1.07899 6.52345 -2.75062 -0.2 -0.1 0.3
I 0.26253 8.43768 -3.30501 0.0 -0.1 0.0
C 0.14767 5.77349 -1.76395 0.5 0.2 -0.2
C 0.62028 5.88999 -0.36068 -0.3 0.0 0.0
C 0.31998 6.86805 0.48411 0.1 0.0 0.1
C 0.90851 6.83474 1.84601 -0.8 0.4 1.2
O 0.29941 7.15650 2.85878 0.9 -0.1 -1.2
C 2.30722 6.30347 1.87459 0.1 0.1 0.1
C 2.60238 5.31225 1.04727 0.2 -0.3 -0.6
P 4.23519 4.54931 0.91196 0.3 -0.8 0.8
N 4.67191 3.60068 2.08695 -0.3 0.4 -0.3
C 1.50891 4.81362 0.15594 -0.1 -1.1 0.0
O 1.34018 3.62540 -0.08791 0.4 1.3 0.0
H 2.57892 7.42399 -1.46020 -0.1 0.2 0.4
H 3.09164 7.13411 -3.09415 0.1 0.1 -0.2
H 2.95755 5.78604 -2.00914 0.0 -0.3 0.1
H 1.12118 5.92610 -3.64467 -0.2 0.1 -0.6
H -0.86725 6.11880 -1.87582 -0.3 0.0 0.0
H 0.21004 4.72856 -2.03709 -0.2 -0.3 -0.1
H -0.32129 7.68024 0.20097 -0.4 0.2 0.1
H 3.04118 6.73186 2.53733 0.0 0.1 0.4
H 5.10173 5.63946 0.68610 -0.1 0.0 -0.2
H 4.21174 3.90317 -0.33911 -0.1 0.3 -0.2
H 3.92293 3.58118 2.77080 0.2 -0.2 0.2
F 3.61833 1.51049 -3.26622 -0.2 0.1 -0.1
C 3.26133 0.36749 -2.64661 0.2 -0.2 0.3
F 4.24761 -0.53748 -2.84872 -0.1 0.0 0.0
C 1.95596 -0.19815 -3.20934 -0.2 0.2 -0.5
F 2.12330 -0.56526 -4.49878 0.1 0.0 0.0
F 1.72537 -1.34533 -2.49980 0.0 -0.1 0.2
C 0.67808 0.64386 -3.06687 -0.5 0.1 0.3
O 0.23044 1.38513 -4.19548 0.7 0.1 -0.4
C 0.66650 2.65756 -4.46680 -0.4 -0.4 0.7
F 1.41110 3.16711 -3.45927 0.2 -0.1 -0.2
F -0.43150 3.44127 -4.56102 -0.1 0.2 -0.1
C 1.38773 2.75153 -5.81296 0.1 0.0 -0.2
F 2.45849 1.93703 -5.84243 0.0 0.0 0.1
F 1.81558 4.02492 -5.98652 0.0 0.0 0.0
H 3.17078 0.54973 -1.57189 0.0 0.0 0.0
H -0.11179 -0.08652 -2.92402 0.0 0.0 -0.1
H 0.68504 1.24712 -2.16023 0.3 0.1 0.0
H 0.70893 2.48022 -6.62388 0.0 0.0 0.0
F -2.28627 -1.07657 0.75462 -0.2 0.0 -0.1
C -1.66888 -1.19046 -0.43285 0.4 0.1 0.1
F -1.17686 0.03266 -0.77073 -0.1 0.0 0.1
C -2.61255 -1.64393 -1.54562 -0.7 0.1 0.1
F -3.56071 -0.71454 -1.77046 0.1 0.0 0.1
F -1.81732 -1.67585 -2.66308 0.1 -0.2 -0.1
C -3.25973 -3.03525 -1.42711 0.1 -0.6 -0.3
O -4.60179 -3.11079 -0.97286 0.1 0.7 0.4
C -4.92821 -3.20463 0.35995 0.3 -0.4 -0.3
F -3.85001 -3.39915 1.14433 0.0 0.2 -0.1
F -5.71988 -4.28827 0.49907 0.0 0.0 0.1
C -5.75835 -2.00520 0.82342 -0.2 0.3 0.0
F -5.08969 -0.85158 0.64642 0.2 -0.1 0.0
F -6.01860 -2.13906 2.15154 0.1 0.0 -0.1
H -0.82637 -1.88161 -0.33759 0.0 0.0 0.0
H -3.32169 -3.39330 -2.45288 0.0 0.0 0.0
H -2.61323 -3.74217 -0.90764 0.1 0.2 0.2
H -6.70034 -1.95574 0.27452 0.0 -0.1 0.0
F -1.21506 -4.59594 -3.41635 0.2 -0.1 0.0
C -0.85102 -3.89682 -4.51550 -0.2 0.3 -0.1
F -1.96188 -3.72978 -5.27099 0.1 0.0 0.0
C 0.21160 -4.62779 -5.33572 0.1 -0.6 0.0
F -0.29135 -5.77932 -5.82988 -0.1 0.0 0.1
F 0.46480 -3.81188 -6.39672 0.0 0.2 0.0
C 1.57352 -4.89322 -4.66881 0.7 0.2 0.0
O 1.82858 -6.18416 -4.13499 -0.8 -0.1 0.1
C 1.50578 -6.52744 -2.84261 0.4 0.4 -0.2
F 1.10581 -5.46600 -2.11140 -0.1 -0.1 -0.2
F 2.63289 -6.99785 -2.26630 0.0 0.0 0.1
C 0.48735 -7.66989 -2.79087 -0.1 -0.2 0.0
F -0.65184 -7.32919 -3.42355 0.0 0.1 0.0
F 0.19121 -7.93172 -1.49661 0.0 0.0 0.0
H -0.49266 -2.91184 -4.20935 0.1 0.0 0.0
H 2.28983 -4.81335 -5.48452 0.0 0.0 -0.1
H 1.83889 -4.10524 -3.96368 -0.2 0.0 0.1
H 0.90128 -8.56499 -3.25912 0.1 0.0 0.0
F 7.34258 -1.26768 4.56958 0.1 0.1 -0.1
C 6.33977 -1.10190 3.68519 -0.3 -0.1 0.1
F 5.74972 -2.30842 3.50093 0.0 0.1 0.0
C 6.84650 -0.59345 2.33442 0.6 -0.1 -0.3
F 7.64313 -1.52104 1.75835 0.0 0.0 0.1
F 5.73528 -0.48642 1.55085 -0.2 0.1 0.1
C 7.53144 0.78319 2.29099 -0.1 0.6 -0.1
O 8.95322 0.82344 2.26081 0.0 -0.7 0.3
C 9.71983 0.81674 3.40090 -0.4 0.4 -0.2
F 8.98429 0.95626 4.51984 0.0 -0.2 -0.1
F 10.53845 1.89275 3.33077 0.1 0.0 0.0
C 10.63436 -0.40999 3.46783 0.2 -0.2 0.0
F 9.91765 -1.54945 3.45088 -0.1 0.0 0.1
F 11.33881 -0.36864 4.62304 0.0 0.0 0.0
H 5.59909 -0.41344 4.10097 0.0 0.0 0.0
H 7.25022 1.20310 1.32767 0.0 -0.1 0.0
H 7.12096 1.46854 3.03180 0.0 -0.2 0.2
H 11.32409 -0.41083 2.62133 0.0 0.1 0.0
F -9.33445 -2.03260 3.49641 0.0 0.1 0.2
C -8.40191 -2.86896 4.00116 0.0 -0.2 -0.2
F -8.58686 -4.08064 3.42226 0.0 0.0 0.1
C -8.52910 -3.01913 5.51744 -0.6 0.1 0.3
F -9.70355 -3.60584 5.83627 0.0 0.1 -0.1
F -7.53888 -3.88615 5.87402 0.2 0.0 0.0
C -8.32425 -1.76475 6.38482 0.5 0.3 0.4
O -9.46857 -1.08329 6.87700 -0.4 -0.2 -0.6
C -10.09663 -0.08263 6.17203 0.6 0.0 0.3
F -9.40422 0.29155 5.07932 -0.1 -0.2 0.0
F -10.15578 0.99440 6.98818 0.0 0.1 0.0
C -11.54600 -0.44490 5.83488 -0.3 0.0 0.0
F -11.60304 -1.56715 5.09395 0.1 0.0 -0.1
F -12.09387 0.56525 5.12012 0.0 0.0 0.0
H -7.41439 -2.50737 3.73204 0.1 0.1 0.1
H -7.85109 -2.14106 7.29014 0.0 -0.1 0.0
H -7.60592 -1.07765 5.93792 -0.1 0.0 -0.3
H -12.11909 -0.59424 6.75225 0.1 0.0 0.0
```
Forces are in eV/Å.

## Properties
HOMO: -0.3515 hartree
SMILES: C[C@H](I)CC1=CC(=O)C=C([PH2]=N)C1=O.FC(F)C(F)(F)COC(F)(F)C(F)F.FC(F)C(F)(F)COC(F)(F)C(F)F.FC(F)C(F)(F)COC(F)(F)C(F)F.FC(F)C(F)(F)COC(F)(F)C(F)F.FC(F)C(F)(F)COC(F)(F)C(F)F
Largest force on an atom: 1.6 eV/Å
Net charge: 0

Mulliken atomic charge list, values in e, 8 entries:
1. C -1.378
2. C -0.318
3. I 0.069
4. C -0.656
5. C 0.630
6. C -0.289
7. C -0.064
8. O -0.543



Calculated total energy
In order: -3258.5283 -2108.7427 -6529.2624
Unit: Ha